# 1
{
  "formula": "C28H27Br6N5O6",
  "method": "wB97M-V/def2-TZVPD",
  "orbital_gap_ev": 7.71,
  "relative_energy_ev": 0.719,
  "charge": 0,
  "energy_ha": -17252.11146,
  "lumo_energy_ev": -0.820,
  "symbols": ["C", "Br", "C", "C", "N", "H", "Br", "H", "H", "Br", "C", "H", "H", "O", "H", "O", "Br", "N", "C", "H", "H", "C", "H", "H", "C", "H", "H", "C", "H", "H", "H", "C", "C", "H", "C", "C", "H", "H", "H", "C", "C", "C", "C", "C", "C", "C", "C", "C", "N", "H", "H", "C", "O", "C", "C", "H", "O", "N", "C", "Br", "H", "O", "H", "H", "H", "Br", "C", "C", "H", "C", "O", "N"],
  "coordinates": [[-4.548, -0.413, -2.279], [-0.703, -3.893, -0.345], [2.769, -0.414, 3.426], [-3.894, 0.034, -1.145], [-1.285, 1.891, 2.817], [3.623, -2.216, 2.801], [4.370, -4.652, -2.603], [-0.985, -1.181, -1.508], [-3.674, 1.645, 0.265], [1.257, -4.208, -3.532], [2.435, 3.656, -2.277], [2.974, 2.531, 1.732], [-1.335, 0.708, 5.252], [-1.549, 2.620, 3.753], [4.229, 3.680, -1.063], [-7.663, 3.075, -1.919], [-3.876, -4.642, 0.304], [1.370, 1.053, -1.348], [3.574, -1.164, 2.552], [-2.022, -5.885, -0.912], [-6.030, -0.143, -3.683], [-4.216, 1.256, -0.587], [0.060, -3.115, 4.066], [-0.303, -0.064, 1.143], [-0.077, -0.604, -1.489], [-0.727, -1.577, 5.816], [3.270, -5.283, -4.648], [-0.960, 0.491, 3.134], [0.202, -2.429, 1.794], [-4.268, -1.369, -2.697], [2.552, 4.804, 0.807], [-5.632, 0.295, -2.778], [-2.327, -4.851, -0.847], [0.551, 4.339, -2.847], [-0.699, -1.237, 4.790], [-1.180, 0.025, 4.427], [4.574, 1.233, 0.384], [-5.615, 2.836, -0.528], [-0.637, 1.545, -1.124], [-0.475, -0.386, 2.163], [2.343, 4.583, -0.225], [4.132, 0.768, 1.256], [2.622, 0.933, 3.097], [2.839, -5.293, -3.658], [1.135, 4.810, -0.863], [0.053, 0.718, -1.203], [3.175, 1.496, 1.958], [2.150, -0.079, -1.539], [5.259, -1.407, 0.786], [1.447, -2.159, -1.707], [2.226, -0.863, 4.240], [-6.087, 1.434, -2.107], [5.042, -2.612, 0.790], [1.252, -1.098, -1.630], [-5.332, 1.931, -1.048], [1.972, 1.520, 3.739], [-1.255, 2.229, 1.649], [-7.223, 2.184, -2.606], [-0.146, -1.679, 2.490], [2.411, -7.188, -3.340], [3.219, 0.022, -1.588], [-7.676, 1.871, -3.684], [-3.193, -0.600, -0.611], [0.157, 5.009, -0.452], [2.567, 3.181, -3.237], [-2.770, -4.549, -2.732], [3.197, 3.975, -1.184], [4.353, -0.567, 1.565], [1.764, 1.990, -1.266], [-0.187, -2.089, 3.824], [6.152, -0.851, 0.165], [1.272, 4.393, -2.148]]
}


# 2
{
  "formula": "C56H56CdN5O2P2SSe",
  "method": "wB97M-V/def2-TZVPD",
  "orbital_gap_ev": 5.46,
  "relative_energy_ev": 0.573,
  "charge": -1,
  "energy_ha": -6242.09204,
  "lumo_energy_ev": 2.051,
  "symbols": ["P", "C", "H", "C", "C", "H", "C", "H", "C", "C", "H", "C", "H", "C", "C", "H", "H", "H", "H", "H", "N", "H", "H", "C", "H", "H", "C", "C", "C", "C", "H", "H", "H", "N", "H", "H", "C", "N", "P", "C", "C", "C", "C", "C", "C", "C", "H", "C", "H", "H", "H", "H", "H", "C", "H", "H", "H", "C", "H", "O", "H", "C", "H", "C", "C", "C", "Se", "H", "C", "H", "H", "H", "H", "H", "H", "O", "C", "C", "C", "H", "C", "H", "H", "C", "C", "H", "H", "C", "H", "C", "H", "H", "C", "C", "C", "N", "C", "H", "C", "C", "C", "C", "C", "S", "C", "C", "C", "H", "C", "H", "C", "N", "C", "H", "H", "C", "H", "H", "H", "H", "C", "C", "Cd", "H"],
  "coordinates": [[-0.946, -1.745, 2.953], [-6.702, -0.421, 1.525], [-4.049, 2.680, 3.395], [4.414, 0.940, 3.555], [0.290, -0.246, -3.804], [-2.315, -0.169, 4.236], [-4.875, 0.207, 2.955], [2.093, -1.138, -3.054], [2.061, -3.246, -1.543], [-3.788, 0.784, -2.766], [1.086, 5.785, -3.786], [-5.850, -0.424, 0.430], [2.012, -1.746, 6.827], [2.834, 5.186, -5.776], [0.089, -0.408, -6.239], [-0.402, 2.635, 1.118], [5.981, -1.559, 0.622], [-6.875, -0.125, 3.649], [-4.495, 0.424, 3.947], [-5.566, -3.495, 3.327], [-0.104, 0.226, -2.579], [1.612, -1.520, -7.293], [-0.612, 2.528, -1.466], [-0.906, 4.492, 2.069], [5.220, -2.738, 1.700], [4.146, -3.426, -3.112], [3.613, -4.377, -3.113], [3.193, 1.590, 3.568], [-0.377, 0.053, -5.018], [2.572, 4.426, -4.501], [4.484, 1.371, -1.933], [-0.027, 4.995, 1.684], [1.904, 5.548, -6.223], [2.460, 0.272, 1.708], [5.123, -2.953, -0.059], [4.396, 1.018, -3.680], [-4.669, -3.916, 1.418], [2.308, -4.169, -2.514], [-2.287, 0.697, 1.920], [-3.906, 2.030, -2.156], [-1.373, 0.799, -2.453], [-2.221, 2.476, 2.270], [1.423, 4.222, -2.364], [0.669, -3.420, 6.922], [0.358, 4.789, -1.460], [-3.552, -2.767, 3.208], [-1.265, 0.671, -4.993], [1.657, 4.885, -3.570], [1.302, 1.724, 2.561], [-3.701, 5.056, 3.897], [-6.226, -0.673, -0.555], [3.455, -4.674, -4.150], [2.972, 2.378, 4.278], [2.152, 3.061, -2.058], [-4.874, 2.507, -2.056], [1.081, -3.798, 7.849], [-2.473, -0.805, -3.363], [-1.833, 5.174, 2.845], [1.089, -0.899, 4.700], [-1.520, 0.303, 0.710], [-1.520, -3.036, 0.513], [-4.021, 0.223, 1.850], [2.895, -1.954, -5.206], [-2.409, -2.647, 2.413], [-1.607, -0.105, 3.407], [-3.539, -3.790, 0.623], [2.030, 2.189, -0.346], [-1.684, 6.224, 3.072], [-0.366, -4.098, 6.296], [-0.462, -0.151, -7.138], [5.588, -0.560, 2.575], [-7.749, -0.669, 1.400], [3.341, 4.559, -6.511], [4.572, -5.130, -1.341], [5.436, -5.521, -2.842], [0.160, -1.653, 1.973], [4.447, -5.426, -2.383], [4.639, -0.044, 2.607], [-3.159, 3.174, 3.030], [-4.674, 0.279, -3.138], [2.258, 1.220, 2.611], [5.188, 1.200, 4.267], [3.957, -6.402, -2.409], [1.187, -2.263, 6.352], [3.840, -1.436, 0.690], [-3.534, -4.177, -0.389], [3.468, 6.058, -5.591], [3.632, -0.361, 1.695], [-5.556, -4.400, 1.026], [3.053, 2.558, -3.019], [-3.564, -2.359, 4.214], [3.946, 2.846, -4.941], [3.815, 1.281, -2.793], [-0.399, -2.445, 4.539], [1.254, -1.161, -6.336], [3.139, -2.683, -1.039], [-6.213, -0.112, 2.791], [-0.615, 4.762, -1.961], [-2.550, 0.172, -2.900], [-2.754, 2.646, -1.678], [-0.898, -3.615, 5.105], [-4.506, -0.108, 0.590], [-1.512, 2.044, -1.829], [0.406, -2.971, -1.126], [3.248, 3.249, -4.211], [1.498, -0.962, -3.938], [-1.104, 3.150, 1.768], [-1.688, -4.162, 4.608], [-2.964, 4.518, 3.314], [-0.755, -5.012, 6.728], [5.119, -2.221, 0.740], [2.903, -1.676, -0.147], [1.958, -1.409, -5.163], [3.132, 0.463, -2.570], [-3.826, -0.107, -0.257], [-4.678, -3.405, 2.713], [0.572, 5.831, -1.203], [-2.819, 3.612, -1.187], [1.487, -4.531, -2.963], [-0.752, 0.505, 3.710], [0.661, -1.781, 5.165], [-2.409, -3.151, 1.117], [0.912, -0.359, -0.612], [0.285, 4.214, -0.542]]
}


# 3
{
  "formula": "C32H26IN2O2PPt",
  "method": "wB97M-V/def2-TZVPD",
  "orbital_gap_ev": 6.24,
  "relative_energy_ev": 1.096,
  "charge": 0,
  "energy_ha": -2253.34016,
  "lumo_energy_ev": -0.995,
  "symbols": ["H", "H", "C", "C", "C", "H", "C", "H", "C", "C", "I", "N", "H", "P", "H", "C", "C", "O", "H", "H", "H", "C", "C", "H", "H", "H", "C", "H", "H", "C", "H", "C", "H", "C", "C", "O", "C", "C", "Pt", "C", "H", "H", "C", "H", "H", "C", "C", "C", "H", "C", "C", "C", "C", "H", "C", "H", "H", "C", "H", "C", "N", "H", "C", "C", "C"],
  "coordinates": [[-2.350, 3.256, 1.308], [1.523, 1.457, 1.582], [0.038, -3.869, -1.534], [-1.478, 0.004, 1.013], [0.453, 1.382, 1.426], [6.015, 3.596, -1.856], [-0.619, -4.901, -0.878], [0.191, -3.923, -2.601], [-0.405, -3.754, 1.223], [3.881, 3.834, -1.707], [3.764, -1.054, -1.428], [1.329, 1.149, -1.843], [2.717, -2.918, 2.904], [1.076, -1.269, 1.298], [-4.333, -1.861, -1.930], [2.526, 1.793, -1.736], [0.731, -2.738, 5.637], [-0.671, -0.955, -2.258], [-2.776, -2.318, -2.667], [3.912, 4.913, -1.678], [5.881, 1.123, -1.700], [0.263, -2.729, 0.563], [4.985, 1.723, -1.723], [-2.908, -2.188, -0.923], [0.088, 3.476, 1.647], [0.643, -3.132, 6.638], [-0.114, -1.345, 3.874], [-1.203, 5.007, -3.623], [-3.344, 1.041, 0.892], [-1.960, 3.812, -2.280], [-0.957, -5.762, -1.439], [-1.122, 1.402, -2.072], [-1.915, -0.973, 0.854], [-0.109, 0.122, 1.217], [1.794, -3.118, 4.834], [-1.264, 4.057, -3.488], [0.944, -1.733, 3.064], [3.754, 1.102, -1.693], [1.129, -0.952, -1.432], [-2.277, 1.135, 1.041], [-1.381, -5.637, 0.981], [-2.935, 4.320, -2.295], [1.902, -2.617, 3.550], [2.537, -3.812, 5.202], [-0.578, -3.702, 2.291], [5.061, 3.104, -1.784], [0.502, -2.783, -0.813], [0.206, 1.849, -2.061], [1.783, 3.815, -1.561], [-3.255, -1.760, -1.864], [2.664, 3.203, -1.666], [-3.494, 1.872, -2.115], [-2.198, 2.337, -2.125], [-1.055, -1.560, 5.777], [-0.351, 2.506, 1.458], [0.318, 2.910, -2.231], [-4.332, 2.549, -2.213], [-0.850, -4.837, 0.486], [-0.863, -0.664, 3.496], [-0.220, -1.852, 5.157], [-3.822, 0.591, -1.985], [-1.381, 4.201, -1.427], [-2.875, -0.320, -1.969], [-1.503, 0.014, -2.087], [-1.719, 2.380, 1.271]]
}